Record 1
12
Properties=species:S:1:pos:R:3:forces:R:3:nbo_charge:R:1 method="wB97M-V/def2-TZVPD" molar_mass_g_mol=148.2 lumo_energy_ev=-0.590 multiplicity=1 total_charge=0 total_energy_ev=-29867.211 relative_energy_kj_mol=668.9 e_homo_ha=-0.3087
C 0.708 -1.646 1.233 0.025 -0.246 -0.196 -0.46
C -0.352 1.281 -0.594 0.821 -2.908 1.382 -0.09
C -0.623 0.197 -1.545 0.680 -0.508 -0.907 0.12
H 1.865 -2.432 0.864 -4.143 2.586 1.429 0.26
H -0.481 -2.350 1.347 4.087 2.282 -0.414 0.25
H 0.885 -0.874 2.114 -0.122 -2.608 -0.958 0.25
H -0.677 3.251 0.773 0.120 -0.378 -3.924 0.18
N 0.640 -0.517 0.241 -0.901 -2.925 -2.708 0.03
N 0.182 0.654 0.457 -0.171 3.164 0.223 -0.20
O 0.066 -0.974 -1.133 -0.920 2.927 1.075 -0.35
S -0.656 3.016 -0.870 -0.132 -0.743 4.451 0.07
S -1.557 0.395 -2.886 0.657 -0.642 0.545 -0.07

=====

Record 2
15
Properties=species:S:1:pos:R:3:forces:R:3:nbo_charge:R:1 method="wB97M-V/def2-TZVPD" molar_mass_g_mol=89.1 lumo_energy_ev=-4.669 multiplicity=1 total_charge=+1 total_energy_ev=-8380.349 relative_energy_kj_mol=51.5 e_homo_ha=-0.5465
C 3.478 0.366 0.922 1.308 0.392 1.811 0.37
C -0.778 -0.984 -1.079 3.809 -0.132 -0.712 -0.77
C -2.504 0.484 0.141 0.836 -0.251 -3.091 -0.72
C -1.131 -0.026 -0.053 0.060 1.883 1.761 0.71
O -0.251 0.528 0.714 1.676 -2.169 -1.985 -0.56
O 2.347 0.198 0.536 0.193 -0.010 -0.057 -0.59
H 4.364 -0.075 0.416 -0.539 0.121 -0.249 0.15
H 3.804 0.929 1.911 -1.161 -0.727 -1.695 0.15
H -1.453 -1.749 -1.376 -0.851 -0.725 0.551 0.29
H -0.667 -0.447 -2.063 0.176 0.022 0.895 0.31
H 0.290 -1.403 -0.795 -2.175 0.520 -0.905 0.26
H -2.645 0.891 1.105 -0.608 -0.184 1.148 0.28
H -3.128 -0.306 -0.342 -0.408 1.049 1.032 0.26
H -2.508 1.409 -0.533 -0.190 -1.089 0.472 0.30
H 0.782 0.185 0.494 -2.127 1.300 1.023 0.55

=====

Record 3
41
Properties=species:S:1:pos:R:3:forces:R:3:nbo_charge:R:1 method="wB97M-V/def2-TZVPD" molar_mass_g_mol=252.4 lumo_energy_ev=0.633 multiplicity=1 total_charge=0 total_energy_ev=-30496.927 relative_energy_kj_mol=30.3 e_homo_ha=-0.3829
C -0.331 -2.981 1.332 -1.175 -0.562 1.318 -0.61
C 0.204 -2.571 0.011 -1.430 2.262 -1.032 -0.40
C 1.665 -2.456 0.040 1.801 -0.631 0.173 -0.41
C 2.373 -1.733 -1.086 -0.098 0.353 -0.514 -0.38
C 2.054 -0.212 -1.226 0.190 -1.208 0.269 -0.42
C 2.513 0.609 -0.033 -0.570 0.353 -0.301 -0.41
C 2.270 2.104 -0.254 1.342 0.813 1.197 -0.38
C 0.841 2.565 -0.454 -0.489 0.511 -0.240 -0.41
C -0.203 1.977 0.488 0.299 -0.890 1.242 -0.41
C -1.560 2.433 0.047 -1.677 1.088 -0.602 -0.39
C -2.768 1.808 0.803 1.561 -0.764 -0.316 -0.41
C -2.805 0.284 0.866 0.207 -0.845 -0.370 -0.66
S -2.977 -0.642 -0.657 -0.079 0.017 -2.038 2.36
O -3.334 -1.986 -0.307 0.447 0.817 -0.209 -0.90
O -2.002 -0.340 -1.688 -0.830 -0.369 1.667 -0.90
F -4.325 -0.006 -1.288 0.633 -0.151 0.840 -0.50
H 0.065 -3.959 1.673 -0.417 0.332 -0.218 0.21
H -0.048 -2.259 2.129 0.007 -0.241 -0.506 0.19
H -1.446 -2.975 1.307 0.732 -0.414 0.153 0.22
H -0.272 -1.565 -0.209 0.637 -0.773 0.092 0.18
H -0.098 -3.156 -0.854 -0.287 -0.468 0.173 0.21
H 1.980 -2.071 1.012 0.102 0.213 0.025 0.19
H 2.065 -3.476 0.009 0.053 -0.100 0.238 0.20
H 2.099 -2.222 -2.052 0.305 0.234 0.586 0.20
H 3.471 -1.890 -0.915 -0.793 0.343 -0.381 0.20
H 2.616 0.062 -2.105 0.003 0.611 -0.477 0.20
H 0.965 -0.029 -1.419 0.856 -0.295 0.093 0.21
H 2.026 0.198 0.876 0.261 0.575 -0.280 0.20
H 3.585 0.656 0.143 0.264 -1.092 -0.111 0.21
H 2.803 2.546 0.674 -1.164 0.057 -1.381 0.20
H 2.871 2.447 -1.145 -0.433 -0.390 0.857 0.21
H 0.522 2.295 -1.504 0.297 0.432 0.962 0.21
H 0.756 3.677 -0.325 0.253 -0.809 -0.484 0.21
H -0.054 2.310 1.579 0.092 -0.587 -1.413 0.20
H -0.172 0.842 0.456 0.126 1.210 0.125 0.20
H -1.668 2.277 -1.067 0.009 0.123 1.139 0.22
H -1.691 3.548 0.243 0.381 -1.184 -0.473 0.21
H -2.702 2.134 1.836 -0.290 0.152 0.203 0.22
H -3.682 2.121 0.352 -0.723 0.501 -0.134 0.23
H -1.946 -0.242 1.325 -0.074 0.519 -0.195 0.26
H -3.662 -0.122 1.390 -0.333 0.254 0.322 0.26

=====

Please write out number 2 again, unchanged.
15
Properties=species:S:1:pos:R:3:forces:R:3:nbo_charge:R:1 method="wB97M-V/def2-TZVPD" molar_mass_g_mol=89.1 lumo_energy_ev=-4.669 multiplicity=1 total_charge=+1 total_energy_ev=-8380.349 relative_energy_kj_mol=51.5 e_homo_ha=-0.5465
C 3.478 0.366 0.922 1.308 0.392 1.811 0.37
C -0.778 -0.984 -1.079 3.809 -0.132 -0.712 -0.77
C -2.504 0.484 0.141 0.836 -0.251 -3.091 -0.72
C -1.131 -0.026 -0.053 0.060 1.883 1.761 0.71
O -0.251 0.528 0.714 1.676 -2.169 -1.985 -0.56
O 2.347 0.198 0.536 0.193 -0.010 -0.057 -0.59
H 4.364 -0.075 0.416 -0.539 0.121 -0.249 0.15
H 3.804 0.929 1.911 -1.161 -0.727 -1.695 0.15
H -1.453 -1.749 -1.376 -0.851 -0.725 0.551 0.29
H -0.667 -0.447 -2.063 0.176 0.022 0.895 0.31
H 0.290 -1.403 -0.795 -2.175 0.520 -0.905 0.26
H -2.645 0.891 1.105 -0.608 -0.184 1.148 0.28
H -3.128 -0.306 -0.342 -0.408 1.049 1.032 0.26
H -2.508 1.409 -0.533 -0.190 -1.089 0.472 0.30
H 0.782 0.185 0.494 -2.127 1.300 1.023 0.55